[1]
Entry from OMol25: a molecular structure, C11H22InNO3 (ωB97M-V/def2-TZVPD).

Values from the calculation:
- Relative energy (zero: lowest compared OMol25 entry of this formula, charge and spin): 4.734 eV
- E_HOMO: -0.6441 Ha

The geometry in ORCA input format:
```
! wB97M-V def2-TZVPD RIJCOSX def2/J DEFGRID3
* xyz 2 1
In 2.291 -0.948 -1.518
C 1.908 -3.197 1.851
C 2.217 -2.480 0.494
O 1.341 -2.302 -0.346
O 3.295 -1.977 0.151
H 2.404 -4.164 1.929
H 0.835 -3.339 1.979
H 2.152 -2.519 2.669
C -2.297 0.387 -1.317
C -0.832 0.751 -1.524
C -0.556 2.291 -1.311
C -0.617 2.699 0.180
C 0.215 1.809 1.083
C -0.017 0.340 0.877
N 0.051 0.048 -0.585
O 0.282 -1.259 -0.945
C 1.157 -0.308 1.612
C -1.313 -0.130 1.517
C -0.545 0.495 -3.090
H -2.890 0.984 -0.624
H -2.280 -0.607 -0.871
H -2.902 0.245 -2.212
H 0.366 2.575 -1.819
H -1.366 2.752 -1.877
H -1.670 2.764 0.455
H -0.136 3.665 0.335
H -0.054 1.937 2.131
H 1.241 2.169 1.000
H 1.224 -1.394 1.543
H 2.176 -0.003 1.377
H 1.101 -0.104 2.681
H -1.634 -1.118 1.188
H -1.253 -0.155 2.605
H -2.091 0.590 1.263
H -0.515 -0.576 -3.291
H 0.464 0.854 -3.294
H -1.288 0.927 -3.762
H -0.465 -1.702 -0.536
*
```

***

[2]
Entry from OMol25: C11H22N2O in the gas phase (ωB97M-V/def2-TZVPD).

Values from the calculation:
- Relative energy (zero: lowest compared OMol25 entry of this formula, charge and spin): 0.000 eV
- E_HOMO: -0.3130 Ha

The geometry in ORCA input format:
```
! wB97M-V def2-TZVPD RIJCOSX def2/J DEFGRID3
* xyz 0 1
C 1.333 3.111 -2.280
C 2.104 1.900 -1.768
C 1.787 0.613 -2.529
C 0.331 0.135 -2.517
C -0.270 -0.350 -1.185
C -0.811 0.774 -0.300
C -1.528 0.195 0.916
C -0.583 -0.686 1.732
C -1.267 -1.294 2.927
N -0.494 -1.529 4.028
N -2.514 -1.534 2.853
O -3.072 -2.153 4.006
C -0.023 -1.804 0.843
C 0.689 -1.219 -0.372
H 0.268 3.003 -2.095
H 1.673 4.014 -1.778
H 1.488 3.234 -3.350
H 3.175 2.095 -1.877
H 1.911 1.767 -0.703
H 2.061 0.771 -3.577
H 2.429 -0.184 -2.150
H 0.280 -0.702 -3.220
H -0.310 0.922 -2.918
H -1.131 -0.976 -1.451
H -1.509 1.389 -0.872
H 0.001 1.417 0.039
H -2.380 -0.409 0.602
H -1.909 1.000 1.547
H 0.251 -0.074 2.097
H 0.504 -1.573 3.929
H -0.910 -2.102 4.745
H -4.004 -2.237 3.772
H -0.851 -2.438 0.519
H 0.671 -2.426 1.415
H 1.074 -2.030 -0.995
H 1.536 -0.620 -0.034
*
```

***

[3]
Entry from OMol25: C11H22N2O3 in the gas phase (ωB97M-V/def2-TZVPD).

Values from the calculation:
- Relative energy (zero: lowest compared OMol25 entry of this formula, charge and spin): 3.247 eV
- E_HOMO: -0.3459 Ha

The geometry in ORCA input format:
```
! wB97M-V def2-TZVPD RIJCOSX def2/J DEFGRID3
* xyz 0 1
C 4.404 -1.411 -0.499
C 3.719 -0.343 0.410
C 4.002 1.056 -0.122
C 2.287 -0.695 0.942
C 1.129 -0.653 -0.133
N 1.082 0.315 -1.208
C -0.229 -0.623 0.639
O -0.246 -0.721 1.850
N -1.407 -0.585 -0.144
C -2.920 -0.433 0.354
C -3.745 -1.544 -0.074
O -4.953 -1.458 0.001
O -2.968 -2.571 -0.432
C -3.523 1.068 0.148
C -2.902 1.751 1.281
C -3.229 1.614 -1.270
H 5.495 -1.378 -0.463
H 4.167 -2.408 -0.119
H 4.023 -1.357 -1.549
H 4.214 -0.479 1.429
H 3.991 1.852 0.757
H 5.057 1.134 -0.417
H 3.363 1.450 -1.020
H 2.357 -1.693 1.431
H 2.038 -0.043 1.715
H 1.123 -1.639 -0.654
H 1.952 0.271 -1.751
H 1.142 1.296 -0.805
H -1.116 -0.167 -0.992
H -2.909 -0.560 1.440
H -3.394 -3.180 -1.054
H -4.658 0.953 0.351
H -2.887 1.086 2.128
H -3.306 2.724 1.546
H -1.710 1.938 1.155
H -3.318 0.859 -1.943
H -3.893 2.427 -1.527
H -2.233 2.147 -1.402
*
```

***

[4]
Entry from OMol25: 2 unconnected molecules or ions with the total composition C11H22N4O5S (ωB97M-V/def2-TZVPD).

Values from the calculation:
- E_HOMO: -0.3550 Ha

The geometry in ORCA input format:
```
! wB97M-V def2-TZVPD RIJCOSX def2/J DEFGRID3
* xyz 0 1
C -3.379 -3.559 -1.242
N -2.370 -3.310 -0.213
C -1.602 -2.226 -0.040
O -0.771 -2.250 0.857
C -1.765 -0.983 -0.959
C -0.784 0.182 -0.682
C -1.026 0.987 0.611
C -0.128 2.216 0.743
N -0.140 2.873 1.881
O 0.592 2.623 -0.152
N -3.146 -0.476 -1.083
C -4.035 -0.332 -0.097
C -5.367 0.266 -0.482
O -3.829 -0.649 1.065
H -3.052 -3.161 -2.203
H -3.538 -4.634 -1.346
H -4.323 -3.092 -0.954
H -2.210 -4.034 0.472
H -1.494 -1.353 -1.947
H 0.233 -0.214 -0.664
H -0.848 0.869 -1.527
H -2.052 1.345 0.638
H -0.868 0.340 1.474
H -0.716 2.562 2.642
H 0.452 3.682 1.928
H -3.430 -0.157 -1.994
H -5.837 -0.351 -1.246
H -6.005 0.299 0.401
H -5.215 1.276 -0.858
N 6.669 1.648 -0.430
S 5.438 0.587 -0.671
O 5.159 0.704 -2.101
O 6.009 -0.695 -0.261
C 4.125 1.196 0.408
C 4.128 0.833 1.892
C 3.104 0.201 0.955
H 6.796 2.091 -1.330
H 7.461 1.061 -0.206
H 3.761 2.182 0.113
H 4.938 0.196 2.264
H 3.768 1.586 2.600
H 3.231 -0.858 0.700
H 2.066 0.529 1.044
*
```

***

[5]
Entry from OMol25: 5 unconnected molecules or ions with the total composition C11H23Cl9O4 (ωB97M-V/def2-TZVPD).

Values from the calculation:
- E_HOMO: -0.3521 Ha

The geometry in ORCA input format:
```
! wB97M-V def2-TZVPD RIJCOSX def2/J DEFGRID3
* xyz 0 1
Cl 0.396 0.190 0.776
C -0.625 1.140 -0.303
Cl -2.262 0.790 0.131
Cl -0.326 0.835 -2.026
H -0.441 2.124 0.004
Cl -1.938 3.632 2.111
C -0.348 4.109 2.802
Cl -0.035 5.882 2.767
Cl 0.998 3.319 2.039
H -0.431 3.941 3.879
Cl 1.007 6.544 -2.156
C -0.671 6.052 -2.134
Cl -1.404 6.303 -0.583
Cl -0.877 4.391 -2.584
H -1.202 6.604 -2.883
C 3.854 0.547 4.880
O 4.533 0.790 3.659
C 3.702 1.221 2.645
C 4.529 1.603 1.393
O 5.283 0.596 0.805
C 4.617 -0.339 0.019
H 4.561 0.198 5.603
H 3.136 -0.221 4.755
H 3.310 1.472 5.099
H 3.151 2.078 2.970
H 3.016 0.404 2.406
H 5.257 2.352 1.810
H 3.968 2.100 0.587
H 4.059 -1.129 0.527
H 5.410 -0.849 -0.554
H 3.852 0.100 -0.689
C -2.118 -2.457 -2.520
O -2.909 -2.642 -1.343
C -4.254 -2.984 -1.705
C -4.446 -4.524 -1.791
O -3.887 -5.041 -2.998
C -4.019 -6.472 -3.093
H -1.062 -2.358 -2.286
H -2.379 -1.571 -3.119
H -2.098 -3.346 -3.123
H -4.463 -2.495 -2.692
H -4.931 -2.513 -0.967
H -5.517 -4.808 -1.742
H -3.892 -4.915 -0.907
H -3.304 -7.043 -2.499
H -3.762 -6.789 -4.104
H -5.041 -6.825 -2.864
*
```

***

[6]
Entry from OMol25: a molecular structure, C11H23ClINNdO2P (ωB97M-V/def2-TZVPD).

Values from the calculation:
- Relative energy (zero: lowest compared OMol25 entry of this formula, charge and spin): 0.000 eV
- E_HOMO (spin up / spin down): -0.5639 / -0.5639 Ha
- ⟨S²⟩: 3.753

The geometry in ORCA input format:
```
! wB97M-V def2-TZVPD RIJCOSX def2/J DEFGRID3
* xyz 2 4
C -3.468 -1.566 -1.066
I -1.515 -3.472 -1.074
H -3.254 -0.956 -1.981
H -4.317 -1.074 -0.561
H -3.895 -2.550 -1.383
Nd 0.731 0.774 0.325
P 0.624 0.234 -2.415
C -0.354 -0.675 -3.621
C 0.634 1.883 -3.221
H 3.086 0.308 -2.293
H 2.432 -0.079 -3.946
H 2.464 -1.367 -2.657
C 2.347 -0.288 -2.864
H 1.256 2.575 -2.627
H 1.055 1.769 -4.236
H 0.080 -0.531 -4.630
H -1.393 -0.306 -3.574
H -0.408 2.240 -3.271
H -0.317 -1.743 -3.355
C -2.238 -1.658 -0.239
O -1.763 -0.939 0.672
Cl 2.523 2.517 -0.048
O 0.747 0.845 2.407
C 0.683 1.000 3.664
C -0.491 0.475 4.394
C -0.036 -0.684 5.273
C 0.627 -0.252 6.563
C 1.999 0.412 6.389
C 1.907 1.748 5.675
N 1.718 1.582 4.238
H -0.979 1.301 4.944
H -1.230 0.122 3.654
H -0.878 -1.349 5.487
H 0.665 -1.291 4.689
H -0.026 0.440 7.112
H 0.787 -1.153 7.170
H 2.451 0.604 7.373
H 2.706 -0.247 5.861
H 1.101 2.344 6.107
H 2.823 2.316 5.782
H 2.364 1.979 3.550
*
```

***

[7]
Entry from OMol25: a molecular structure, C11H23ClINO2PRu (ωB97M-V/def2-TZVPD).

Values from the calculation:
- Relative energy (zero: lowest compared OMol25 entry of this formula, charge and spin): 3.168 eV
- E_HOMO (spin up / spin down): -0.4942 / -0.5251 Ha
- ⟨S²⟩: 8.773

The geometry in ORCA input format:
```
! wB97M-V def2-TZVPD RIJCOSX def2/J DEFGRID3
* xyz 2 6
C 3.084 -1.705 -1.245
I 4.257 -0.211 -0.748
H 2.034 -1.444 -1.316
H 3.242 -2.410 -0.425
H 3.564 -2.033 -2.183
Ru -1.503 0.180 -2.070
P -0.104 0.300 -3.749
C 1.456 0.735 -4.535
C -0.728 -1.201 -4.543
H -2.200 1.399 -3.228
H -1.416 1.799 -4.845
H -0.796 2.595 -3.280
C -1.247 1.718 -3.773
H -1.622 -1.528 -3.955
H -0.957 -0.943 -5.581
H 1.270 0.811 -5.624
H 2.232 -0.038 -4.351
H 0.073 -1.968 -4.475
H 1.841 1.706 -4.163
C 0.107 0.183 -1.304
O 1.246 0.326 -1.022
Cl -3.267 -0.445 -0.693
O 0.389 -1.123 0.951
C -0.117 -0.780 2.021
C 0.529 -1.081 3.374
C 0.836 0.153 4.234
C -0.369 0.730 4.940
C -1.422 1.327 4.025
C -2.137 0.255 3.161
N -1.296 -0.118 2.028
H -0.120 -1.774 3.921
H 1.469 -1.600 3.130
H 1.561 -0.159 4.980
H 1.331 0.916 3.614
H -0.849 -0.054 5.537
H -0.049 1.515 5.622
H -2.200 1.860 4.592
H -0.966 2.066 3.334
H -2.357 -0.629 3.779
H -3.072 0.658 2.752
H -1.727 0.011 1.112
*
```

***

[8]
Entry from OMol25: 3 unconnected molecules or ions with the total composition C11H23FN3O4P (ωB97M-V/def2-TZVPD).

Values from the calculation:
- E_HOMO: -0.3105 Ha

The geometry in ORCA input format:
```
! wB97M-V def2-TZVPD RIJCOSX def2/J DEFGRID3
* xyz 0 1
C -2.313 -0.861 3.602
P -1.471 -0.646 1.968
O -2.414 0.394 1.089
C -0.020 0.405 2.455
C 1.392 -0.060 2.147
O 1.758 -1.070 1.767
N 2.236 1.087 2.481
C 1.426 2.270 2.203
C -0.087 1.898 2.150
F -0.697 2.467 3.261
H -3.303 -1.264 3.486
H -2.305 0.093 4.124
H -1.666 -1.516 4.162
H -3.001 0.923 1.651
H -0.017 0.411 3.544
H 2.237 1.022 3.498
H 1.493 2.970 3.026
H 1.737 2.808 1.319
H -0.600 2.156 1.239
C -3.215 1.327 -3.154
N -2.446 1.781 -2.010
C -1.948 3.016 -1.763
C -2.207 4.094 -2.789
O -1.311 3.238 -0.740
H -4.181 0.951 -2.816
H -2.682 0.515 -3.651
H -3.377 2.131 -3.864
H -2.233 1.114 -1.280
H -1.748 5.017 -2.448
H -1.771 3.820 -3.750
H -3.279 4.259 -2.908
C 4.234 -3.101 -0.812
N 2.786 -3.028 -0.788
C 1.897 -3.729 -1.540
C 2.459 -4.720 -2.535
O 0.696 -3.558 -1.412
H 4.600 -3.389 0.176
H 4.645 -2.121 -1.060
H 4.580 -3.825 -1.542
H 2.354 -2.383 -0.142
H 1.634 -5.196 -3.055
H 3.088 -4.213 -3.268
H 3.040 -5.488 -2.024
*
```

***

[9]
Entry from OMol25: 2 unconnected molecules or ions with the total composition C11H23N2 (ωB97M-V/def2-TZVPD).

Values from the calculation:
- Relative energy (zero: lowest compared OMol25 entry of this formula, charge and spin): 2.996 eV
- E_HOMO: -0.4361 Ha

The geometry in ORCA input format:
```
! wB97M-V def2-TZVPD RIJCOSX def2/J DEFGRID3
* xyz 1 1
C -0.068 -1.524 -0.813
C -0.326 -0.784 0.277
C -0.870 -0.935 -1.905
C -1.879 -0.109 -1.219
C -3.130 -0.886 -0.703
C 2.370 -1.597 2.867
C 0.245 2.356 -2.118
C 0.228 2.660 0.521
C 0.163 -1.111 1.629
C 1.507 -1.907 1.564
C 0.528 1.802 -0.735
N 1.686 1.157 -0.651
N -1.118 0.253 -0.056
H 0.307 -2.441 -0.977
H -0.225 -0.171 -2.385
H -1.126 -1.597 -2.678
H -2.299 0.800 -1.716
H -3.742 -0.266 -0.131
H -2.595 -1.691 -0.089
H -3.725 -1.426 -1.426
H 1.762 -1.395 3.797
H 3.053 -0.778 2.564
H 3.089 -2.399 3.120
H -0.762 2.286 -2.461
H 0.496 3.449 -2.080
H 0.936 1.867 -2.788
H 0.718 3.512 0.414
H 0.496 2.220 1.464
H -0.836 3.097 0.425
H -0.585 -1.709 2.202
H 0.306 -0.080 2.159
H 2.041 -1.643 0.732
H 1.325 -2.959 1.553
H 1.951 0.921 0.299
H 1.802 0.299 -1.253
H -1.724 0.732 0.597
*
```

***

[10]
Entry from OMol25: a molecular structure, C11H23N3NiO6 (ωB97M-V/def2-TZVPD).

Values from the calculation:
- Relative energy (zero: lowest compared OMol25 entry of this formula, charge and spin): 1.039 eV
- E_HOMO (spin up / spin down): -0.1545 / -0.2533 Ha
- ⟨S²⟩: 2.019

The geometry in ORCA input format:
```
! wB97M-V def2-TZVPD RIJCOSX def2/J DEFGRID3
* xyz 0 3
O -1.530 -1.833 -2.787
H -1.388 -2.435 -3.517
Ni 0.431 0.713 -0.404
N 0.015 2.515 -0.477
N -0.617 0.973 1.235
O 0.227 3.182 -1.574
O -0.764 0.114 2.335
C -0.491 3.184 0.581
C -0.941 2.242 1.541
C -0.551 4.671 0.756
C -1.672 2.571 2.800
H 0.004 5.170 -0.049
H -0.112 4.974 1.731
H -1.588 5.065 0.767
H -1.874 1.650 3.372
H -2.634 3.072 2.576
H -1.077 3.262 3.428
H 0.307 1.823 -2.222
H -0.645 -0.821 1.972
O 2.091 0.620 2.370
H 2.683 0.014 2.865
H 1.185 0.327 2.584
C -3.000 -1.683 -2.259
H -3.363 -2.708 -2.285
H -3.560 -0.966 -2.860
H -2.699 -1.344 -1.298
O 0.011 0.824 -2.343
H -0.818 -1.089 -2.774
H -0.958 0.966 -2.398
O -0.324 -2.385 1.697
C -0.331 -2.691 0.294
C 1.017 -2.313 -0.239
C 1.962 -3.315 -0.395
C 3.237 -3.009 -0.860
C 3.548 -1.679 -1.129
C 2.599 -0.699 -0.908
N 1.340 -1.027 -0.478
H -1.054 -2.853 2.126
H -0.447 -3.771 0.179
H -1.161 -2.187 -0.216
H 1.640 -4.313 -0.142
H 3.963 -3.803 -1.004
H 4.527 -1.380 -1.511
H 2.814 0.374 -1.077
*
```

***

[11]
Entry from OMol25: C11H23N5O3 in the gas phase (ωB97M-V/def2-TZVPD).

Values from the calculation:
- Relative energy (zero: lowest compared OMol25 entry of this formula, charge and spin): 1.892 eV
- E_HOMO: -0.3325 Ha

The geometry in ORCA input format:
```
! wB97M-V def2-TZVPD RIJCOSX def2/J DEFGRID3
* xyz 0 1
H -0.340 -1.638 0.879
N 0.226 -1.043 1.561
C -0.387 -0.798 2.625
N 0.293 -0.394 3.770
N -1.842 -1.017 2.809
C -2.851 -0.031 2.207
C -3.318 -0.401 0.793
C -2.510 0.390 -0.228
C -1.798 -0.510 -1.313
N -1.336 -1.823 -0.749
C -0.599 0.269 -1.852
O -0.714 1.111 -2.715
N 0.622 -0.099 -1.282
C 1.826 0.238 -1.983
C 2.778 -0.924 -2.364
O 3.562 -0.883 -3.288
O 2.686 -1.993 -1.574
C 2.514 1.384 -1.251
C 1.644 2.720 -1.215
C 2.875 0.846 0.202
H 1.237 -0.100 3.560
H -0.251 -0.300 4.614
H -2.010 -0.928 3.768
H -2.360 0.929 2.190
H -3.714 -0.047 2.830
H -4.371 -0.106 0.889
H -3.426 -1.521 0.758
H -1.639 0.755 0.254
H -3.037 1.264 -0.550
H -2.509 -0.574 -2.153
H -1.064 -2.397 -1.548
H -2.181 -2.315 -0.518
H 0.649 -0.555 -0.393
H 1.521 0.689 -2.995
H 3.055 -2.745 -2.026
H 3.492 1.528 -1.770
H 0.706 2.504 -0.761
H 2.066 3.537 -0.728
H 1.377 2.975 -2.264
H 2.066 0.269 0.768
H 3.380 1.644 0.850
H 3.680 0.091 0.191
*
```

***

[12]
Entry from OMol25: a molecular structure, C11H23O (ωB97M-V/def2-TZVPD).

Values from the calculation:
- Relative energy (zero: lowest compared OMol25 entry of this formula, charge and spin): 2.170 eV
- E_HOMO: -0.5010 Ha

The geometry in ORCA input format:
```
! wB97M-V def2-TZVPD RIJCOSX def2/J DEFGRID3
* xyz 1 1
C 0.508 -1.162 2.218
C -0.411 0.025 2.544
C 1.549 -0.558 1.328
C -1.305 0.384 1.264
C 0.543 0.143 -0.305
C 0.617 -2.134 -1.242
C 2.321 1.931 -0.864
C -3.230 -0.158 -0.988
C 1.016 -0.674 -1.415
C 0.848 1.604 -0.458
C -1.800 0.411 -1.030
O -0.912 -0.099 -0.018
H 0.987 -1.560 3.084
H -0.068 -1.951 1.654
H -1.208 0.019 3.356
H 0.268 0.854 2.838
H 2.084 0.166 1.868
H 2.194 -1.335 0.909
H -2.346 0.019 1.414
H -1.527 1.570 1.228
H 1.147 -2.589 -0.493
H 0.923 -2.573 -2.160
H -0.483 -2.133 -1.117
H 2.928 1.187 -0.539
H 2.539 2.935 -0.601
H 2.533 2.000 -1.977
H -3.866 0.260 -1.857
H -3.663 0.277 -0.070
H -3.315 -1.233 -0.856
H 0.661 -0.213 -2.301
H 2.091 -0.572 -1.534
H 0.107 2.103 -1.208
H 0.650 2.139 0.504
H -1.293 0.210 -2.014
H -1.750 1.485 -0.916
*
```

***

Number 1: energy -24543.5201 eV, maximum force 12.92 eV/A. Number 2: energy -16791.1942 eV, maximum force 1.01 eV/A. Number 3: energy -20885.3045 eV, maximum force 4.35 eV/A. Number 4: energy -38797.0610 eV, maximum force 2.50 eV/A. Number 5: energy -132668.2282 eV, maximum force 1.78 eV/A. Number 6: energy -62541.7632 eV, maximum force 3.65 eV/A. Number 7: energy -49836.6316 eV, maximum force 9.21 eV/A. Number 8: energy -36447.1465 eV, maximum force 5.60 eV/A. Number 9: energy -14751.7421 eV, maximum force 5.12 eV/A. Number 10: energy -69570.4694 eV, maximum force 4.37 eV/A. Number 11: energy -25372.6291 eV, maximum force 3.67 eV/A. Number 12: energy -13817.1867 eV, maximum force 5.14 eV/A.